Entry 1:
{"formula": "C5H37NO12S", "method": "wB97M-V/def2-TZVPD", "de_lowest_kcal_mol": 193.1, "gap_ha": 0.302, "lumo_ev": -0.17, "homo_energy_ha": -0.3084, "fmax_ev_per_a": 10.0, "elements": ["C", "C", "C", "C", "S", "C", "N", "H", "H", "H", "H", "H", "H", "H", "H", "H", "H", "H", "H", "H", "H", "H", "O", "H", "H", "O", "H", "H", "O", "H", "H", "O", "H", "H", "O", "H", "H", "O", "H", "H", "O", "H", "H", "O", "H", "H", "O", "H", "H", "O", "H", "H", "O", "H", "H", "O"], "xyz": [[-0.487, 1.328, 1.725], [0.046, 0.514, 0.632], [1.606, 0.579, 0.554], [2.186, -0.647, -0.286], [3.028, -1.694, 1.004], [2.528, -3.401, 0.690], [-0.544, 0.793, -0.754], [-0.223, 0.775, 2.663], [-0.073, 2.439, 1.802], [-1.588, 1.559, 1.594], [-0.414, -0.537, 0.771], [1.891, 0.485, 1.672], [1.981, 1.489, 0.039], [1.188, -1.158, -0.806], [2.861, -0.337, -1.149], [2.655, -4.060, 1.400], [1.449, -3.392, 0.460], [3.075, -3.714, -0.333], [-1.281, 1.512, -0.750], [-1.053, -0.057, -1.087], [-1.495, -2.302, -4.032], [-2.632, -1.249, -3.586], [-1.974, -1.753, -3.442], [0.103, -1.483, -2.897], [0.613, -0.161, -3.093], [0.861, -0.994, -3.447], [-4.095, -1.109, 2.054], [-3.163, -0.444, 3.098], [-3.735, -1.209, 2.945], [3.259, 1.730, -2.177], [2.209, 2.714, -2.796], [3.069, 2.693, -2.271], [0.065, 3.272, -3.603], [0.434, 1.869, -3.006], [0.573, 2.461, -3.777], [-1.129, -3.534, 2.474], [-1.837, -2.489, 2.728], [-1.693, -2.997, 2.041], [-2.365, 1.746, -2.243], [-2.635, 3.223, -1.463], [-2.541, 2.625, -2.192], [-3.398, 0.245, 0.486], [-4.068, 0.940, -0.752], [-3.213, 0.707, -0.376], [-0.882, -3.233, -1.160], [-1.925, -2.486, 0.011], [-1.154, -2.394, -0.593], [1.691, 1.267, 3.674], [1.034, 2.533, 4.366], [1.006, 2.013, 3.562], [1.237, 2.724, -0.422], [1.945, 3.959, -0.235], [1.017, 3.628, -0.207], [-0.260, -1.174, 4.193], [-1.070, -0.615, 2.901], [-1.219, -0.982, 3.821]], "lowdin_charge": [-0.1303, -0.4389, -0.2292, -0.4424, 0.7816, -0.4173, 0.0413, 0.0469, 0.1173, 0.0942, 0.1319, 0.0781, 0.0769, 0.1042, 0.0702, -0.0484, 0.0178, 0.0888, 0.0258, 0.0460, 0.0489, -0.0668, 0.0516, 0.0663, -0.0428, -0.0906, 0.0345, 0.0250, -0.0392, 0.0372, 0.0237, -0.0947, 0.0636, 0.0142, -0.0649, 0.0020, -0.0936, 0.0414, -0.0438, 0.0553, -0.0106, 0.0576, 0.0585, -0.0686, 0.1176, 0.0309, -0.1342, 0.0961, 0.0496, -0.1083, -0.0503, 0.0619, -0.0765, 0.1352, 0.0210, -0.1216]}

Entry 2:
{"formula": "C5H38N2O12", "method": "wB97M-V/def2-TZVPD", "de_lowest_kcal_mol": 81.1, "gap_ha": 0.324, "lumo_ev": 0.08, "homo_energy_ha": -0.3209, "fmax_ev_per_a": 2.5, "elements": ["C", "C", "N", "C", "C", "C", "N", "H", "H", "H", "H", "H", "H", "H", "H", "H", "H", "H", "H", "H", "H", "H", "H", "O", "H", "H", "O", "H", "H", "O", "H", "H", "O", "H", "H", "O", "H", "H", "O", "H", "H", "O", "H", "H", "O", "H", "H", "O", "H", "H", "O", "H", "H", "O", "H", "H", "O"], "xyz": [[1.895, 2.254, -1.803], [2.982, 1.364, -1.223], [2.533, 0.114, -0.640], [0.635, -1.029, 0.184], [1.600, 0.140, 0.485], [2.397, -0.177, 1.770], [2.539, 0.998, 2.680], [1.586, 2.125, -2.844], [2.131, 3.331, -1.837], [1.060, 2.296, -1.102], [3.909, 1.174, -1.770], [3.479, 2.058, -0.519], [2.357, -0.520, -1.403], [0.269, -0.964, -0.833], [1.254, -1.917, 0.007], [-0.055, -1.180, 0.993], [1.044, 1.064, 0.614], [1.785, -0.856, 2.386], [3.323, -0.739, 1.652], [3.196, 0.783, 3.409], [2.789, 1.838, 2.181], [0.145, -2.282, -3.404], [-1.176, -2.905, -3.028], [-0.233, -3.003, -2.887], [0.019, -3.819, 2.982], [0.070, -3.514, 1.460], [-0.366, -3.276, 2.298], [0.411, 1.501, 2.671], [-0.623, 1.645, 1.672], [-0.310, 2.089, 2.478], [-1.222, -1.698, 2.566], [-0.521, -0.458, 3.039], [-1.385, -0.871, 3.058], [-1.974, 2.416, -0.520], [-1.974, 2.202, 1.036], [-1.763, 1.797, 0.189], [-0.766, -3.467, -0.466], [0.148, -4.688, -0.912], [-0.209, -4.204, -0.178], [-2.536, 0.545, -1.055], [-3.456, -0.652, -1.251], [-3.044, 0.069, -1.738], [-2.465, 1.957, -2.701], [-1.965, 3.338, -3.064], [-1.654, 2.453, -2.875], [-3.726, 0.438, 1.090], [-2.499, -0.100, 1.953], [-3.189, -0.322, 1.306], [-2.970, -3.361, 0.316], [-2.817, -1.850, 0.386], [-2.528, -2.632, -0.118], [0.967, 3.540, 1.902], [2.178, 3.562, 0.967], [1.428, 4.091, 1.244], [-0.181, 0.057, -3.639], [-1.645, -0.161, -3.380], [-0.879, -0.594, -3.782]], "lowdin_charge": [-0.0975, -0.2784, -0.0480, -0.0406, -0.3639, -0.2017, 0.0072, 0.0626, 0.0751, 0.0522, 0.1104, 0.0982, 0.1056, 0.0745, 0.0913, 0.0402, 0.0983, 0.0966, 0.1130, 0.0704, 0.0476, 0.0130, 0.0332, -0.0670, 0.0578, 0.0107, -0.0585, -0.0084, -0.0040, -0.0509, 0.0092, 0.0236, -0.0547, 0.0550, 0.0575, -0.0472, -0.0016, 0.0427, -0.0648, 0.0021, 0.0323, -0.0548, 0.0171, 0.0489, -0.0374, 0.0500, 0.0080, -0.0675, 0.0593, -0.0014, -0.0509, 0.0042, -0.0020, -0.0606, 0.0397, 0.0105, -0.0562]}

Entry 3:
{"formula": "C5H39N3O12", "method": "wB97M-V/def2-TZVPD", "de_lowest_kcal_mol": 85.1, "gap_ha": 0.388, "lumo_ev": -5.19, "charge": 2, "homo_energy_ha": -0.5790, "fmax_ev_per_a": 2.5, "elements": ["C", "C", "C", "C", "N", "C", "N", "N", "H", "H", "H", "H", "H", "H", "H", "H", "H", "H", "H", "H", "H", "H", "H", "H", "H", "O", "H", "H", "O", "H", "H", "O", "H", "H", "O", "H", "H", "O", "H", "H", "O", "H", "H", "O", "H", "H", "O", "H", "H", "O", "H", "H", "O", "H", "H", "O", "H", "H", "O"], "xyz": [[2.208, -1.186, 1.876], [0.859, -1.095, 1.180], [-0.253, -0.399, 2.041], [-1.469, 0.154, 1.208], [-2.379, 3.618, 0.809], [-2.453, 2.308, 1.005], [-1.365, 1.625, 1.386], [0.288, -2.456, 1.061], [2.978, -1.339, 1.101], [2.543, -0.203, 2.372], [2.292, -1.880, 2.796], [1.028, -0.604, 0.176], [-0.589, -1.086, 2.839], [0.334, 0.323, 2.636], [-2.445, -0.273, 1.559], [-1.297, -0.127, 0.136], [-1.513, 4.063, 1.184], [-3.232, 4.228, 0.622], [-3.383, 1.728, 1.094], [-0.460, 2.087, 1.655], [0.342, -3.070, 2.052], [0.795, -2.969, 0.366], [-0.691, -2.382, 0.810], [-0.161, 3.079, -1.573], [-1.249, 3.191, -2.366], [-0.920, 2.501, -1.742], [0.060, -4.607, 3.452], [1.487, -4.541, 2.650], [0.647, -3.956, 3.041], [0.268, -2.424, -2.057], [-1.048, -2.915, -1.393], [-0.087, -3.038, -1.412], [-3.311, -0.562, -4.932], [-4.534, -1.264, -4.790], [-4.242, -0.358, -4.928], [4.275, 2.360, -0.721], [3.207, 2.706, -1.731], [3.385, 2.701, -0.778], [3.060, -5.034, 1.463], [3.350, -5.408, 2.993], [2.864, -4.824, 2.422], [5.440, 1.982, -3.505], [5.178, 0.524, -3.102], [4.942, 1.449, -2.906], [-4.133, -0.098, -2.153], [-4.725, 0.000, -0.949], [-4.126, -0.651, -1.367], [0.554, 4.259, -0.036], [0.649, 5.409, -1.156], [0.119, 4.740, -0.727], [1.566, 2.586, 0.555], [1.672, 3.210, 1.962], [1.008, 2.962, 1.255], [0.102, 0.706, -1.627], [0.539, 0.661, -3.043], [0.300, 0.079, -2.316], [-2.912, -1.513, -0.626], [-2.974, -2.752, 0.356], [-2.392, -2.223, -0.179]], "lowdin_charge": [-0.0533, -0.3514, -0.1102, -0.1380, 0.1763, -0.1310, 0.0433, 0.1140, 0.0877, 0.1022, 0.1121, 0.1495, 0.1307, 0.1102, 0.1346, 0.1104, 0.1366, 0.1796, 0.1642, 0.1127, 0.0792, 0.1103, 0.0840, 0.0040, 0.0870, -0.0851, 0.0910, 0.0610, -0.0831, 0.0364, 0.0276, -0.0551, 0.0252, 0.0425, -0.0426, 0.0307, 0.0370, -0.0562, 0.1359, 0.0923, 0.0097, 0.0374, 0.0648, -0.0412, 0.0574, 0.0863, -0.0318, -0.0175, 0.0764, -0.0375, 0.0442, 0.1352, -0.0656, -0.0278, 0.0477, -0.0527, 0.0133, 0.0739, -0.0744]}

Entry 4:
{"formula": "C5H39NO14S", "method": "wB97M-V/def2-TZVPD", "de_lowest_kcal_mol": 61.1, "gap_ha": 0.325, "lumo_ev": -0.18, "homo_energy_ha": -0.3315, "fmax_ev_per_a": 2.6, "elements": ["C", "C", "C", "C", "S", "N", "C", "O", "H", "H", "H", "H", "H", "H", "H", "H", "H", "H", "H", "H", "H", "H", "H", "O", "H", "H", "O", "H", "H", "O", "H", "H", "O", "H", "H", "O", "H", "H", "O", "H", "H", "O", "H", "H", "O", "H", "H", "O", "H", "H", "O", "H", "H", "O", "H", "H", "O", "H", "H", "O"], "xyz": [[0.746, 1.566, 0.535], [-0.456, 0.943, -0.220], [-1.136, -0.143, 0.698], [-2.640, -0.246, 0.565], [-3.332, -1.814, 1.250], [-1.475, 1.912, -0.772], [-0.857, 2.620, -1.886], [-0.428, 3.934, -1.462], [1.260, 0.726, 0.960], [1.341, 2.217, -0.145], [0.475, 2.336, 1.247], [0.005, 0.537, -1.112], [-0.760, -0.120, 1.725], [-0.774, -1.104, 0.378], [-3.221, 0.538, 1.204], [-2.905, -0.191, -0.487], [-2.257, -2.633, 1.191], [-1.707, 2.539, 0.008], [-1.585, 2.887, -2.684], [-0.083, 2.054, -2.460], [-0.589, 4.056, -0.476], [3.881, 1.599, 0.339], [4.671, 1.760, -0.964], [3.873, 1.365, -0.586], [-3.257, 1.472, -2.063], [-3.870, 1.811, -0.707], [-4.090, 1.847, -1.636], [-0.636, -1.861, 4.149], [-1.865, -0.969, 4.343], [-0.903, -1.014, 4.521], [-1.336, 0.796, 3.355], [-0.084, 1.523, 3.831], [-0.981, 1.710, 3.559], [3.201, -1.697, -3.296], [3.490, -0.262, -2.955], [3.779, -1.176, -2.738], [2.183, -1.289, 3.554], [1.243, -0.418, 4.375], [2.163, -0.658, 4.284], [1.370, -0.081, -3.205], [1.604, 0.046, -4.649], [1.844, 0.490, -3.838], [-1.582, -1.243, -1.859], [-0.683, -2.467, -1.178], [-0.766, -1.761, -1.849], [2.954, -3.621, 0.867], [2.946, -2.130, 0.379], [2.373, -2.924, 0.601], [-0.135, -2.070, -3.549], [1.352, -2.461, -3.513], [0.621, -2.344, -4.121], [-1.242, 4.484, 1.994], [-1.547, 3.030, 2.197], [-1.587, 3.711, 1.524], [4.676, -1.913, -0.497], [3.825, -0.716, -0.584], [4.333, -1.202, 0.082], [0.597, -3.246, 0.154], [-0.431, -4.456, 0.238], [-0.335, -3.483, 0.127]], "lowdin_charge": [-0.0476, -0.3270, -0.2354, -0.5549, 0.7071, -0.0309, -0.2599, -0.0866, 0.0702, 0.0828, 0.0531, 0.0964, 0.0809, 0.0505, 0.0998, 0.0352, -0.1709, 0.0771, 0.1133, 0.1184, 0.0846, 0.0444, 0.0657, -0.0451, 0.0440, -0.0104, -0.0925, 0.0546, 0.0593, -0.0609, 0.0380, 0.0402, -0.0590, 0.0170, 0.0344, -0.0537, 0.0312, -0.0172, -0.0456, 0.0271, 0.0433, -0.0533, 0.0636, 0.0094, -0.0651, 0.0374, 0.0157, -0.0704, 0.0157, 0.0044, -0.0716, 0.0747, 0.0018, -0.0536, 0.0688, 0.0028, -0.0754, 0.0049, 0.0967, -0.0776]}

Entry 5:
{"formula": "C5H39NO15", "method": "wB97M-V/def2-TZVPD", "de_lowest_kcal_mol": 179.9, "gap_ha": 0.363, "lumo_ev": 0.04, "homo_energy_ha": -0.3614, "fmax_ev_per_a": 9.1, "elements": ["C", "N", "C", "C", "C", "C", "O", "H", "H", "H", "H", "H", "H", "H", "H", "H", "H", "H", "H", "H", "O", "H", "H", "O", "H", "H", "O", "H", "H", "O", "H", "H", "O", "H", "H", "O", "H", "H", "O", "H", "H", "O", "H", "H", "O", "H", "H", "O", "H", "H", "O", "H", "H", "O", "H", "H", "O", "H", "H", "O"], "xyz": [[-2.732, 2.006, -2.114], [-2.752, 1.682, -0.674], [-2.288, 0.482, -0.153], [-1.716, -0.629, -1.005], [-0.176, -1.022, -0.604], [-2.612, -1.894, -0.929], [-2.086, 0.356, 1.117], [-2.074, 2.994, -2.181], [-3.702, 2.399, -2.305], [-2.284, 1.249, -2.839], [-2.871, 2.416, 0.014], [-1.684, -0.323, -2.025], [0.234, -0.222, 0.007], [-0.009, -1.960, -0.043], [0.461, -0.928, -1.543], [-3.643, -1.441, -0.810], [-2.388, -2.331, 0.017], [-2.332, -2.709, -1.585], [-1.664, -1.569, 2.134], [-2.481, -2.715, 2.926], [-1.689, -2.452, 2.553], [-1.081, 0.359, 3.198], [0.201, 0.553, 2.594], [-0.309, 0.810, 3.454], [3.023, -2.048, -1.639], [2.145, -2.181, -0.633], [2.432, -1.608, -1.199], [-1.249, 3.738, 0.973], [-0.153, 4.328, -0.128], [-0.670, 3.501, 0.180], [3.084, 1.279, -2.365], [2.227, 2.318, -2.910], [2.385, 1.872, -2.156], [1.129, -3.786, 1.476], [1.906, -3.118, 2.686], [1.746, -3.179, 1.694], [0.909, -2.566, -3.476], [2.273, -2.242, -3.352], [1.700, -3.002, -3.313], [1.456, 2.972, 2.159], [0.849, 3.541, 0.950], [1.682, 3.650, 1.547], [-2.104, 1.914, 2.260], [-1.110, 2.947, 2.995], [-1.813, 2.872, 2.461], [-0.123, -2.051, 3.751], [0.515, -0.736, 3.888], [0.757, -1.693, 3.924], [4.228, 0.345, 0.647], [3.140, 1.273, -0.051], [3.977, 0.786, -0.161], [2.645, -1.043, 2.316], [2.562, 0.408, 2.482], [2.942, -0.183, 1.944], [-1.365, -1.783, -3.177], [-2.568, -2.294, -3.536], [-1.888, -1.807, -3.966], [-0.005, 0.382, -3.756], [0.741, -0.090, -2.530], [0.530, -0.261, -3.458]], "lowdin_charge": [-0.0473, 0.0410, -0.3513, -0.2861, 0.0029, -0.0378, -0.0581, 0.1167, 0.0610, 0.1013, 0.1236, 0.0505, 0.0785, 0.0859, 0.0386, 0.1191, 0.0431, 0.0800, 0.0280, 0.0178, -0.0186, -0.0053, 0.1065, -0.0445, -0.0293, -0.0587, 0.0696, 0.0521, 0.1111, -0.1233, 0.0309, -0.0222, 0.0141, -0.0276, 0.0730, -0.0302, -0.0316, 0.0234, -0.0169, -0.0194, 0.0118, -0.0827, 0.0631, -0.0357, -0.0439, 0.0023, 0.0024, -0.0835, 0.0021, 0.0173, -0.0895, 0.0521, -0.0320, 0.0042, -0.0270, 0.0112, -0.0255, -0.0158, 0.0073, 0.0015]}

Entry 6:
{"formula": "C5H3AuN2O8S", "method": "wB97M-V/def2-TZVPD", "gap_ha": 0.328, "lumo_ev": -2.18, "homo_energy_ha": -0.4079, "fmax_ev_per_a": 0.5, "elements": ["Au", "O", "C", "O", "C", "C", "N", "N", "C", "C", "O", "O", "H", "H", "H", "O", "S", "O", "O", "O"], "xyz": [[-1.769, -0.691, 0.000], [2.360, 3.260, 0.000], [2.915, 2.060, 0.000], [4.099, 1.872, 0.000], [1.986, 0.885, 0.000], [2.390, -0.436, 0.000], [1.287, -1.196, 0.000], [0.203, -0.429, 0.000], [0.597, 0.829, 0.000], [-0.513, 1.836, 0.000], [-0.281, 3.022, 0.000], [-1.708, 1.306, 0.000], [1.377, 3.240, 0.000], [3.385, -0.849, 0.000], [1.200, -2.202, 0.000], [-4.103, -3.129, 1.225], [-3.614, -2.602, 0.000], [-4.103, -3.129, -1.224], [-3.692, -1.022, 0.000], [-2.016, -2.624, 0.000]], "lowdin_charge": [1.3862, 0.1534, -0.4880, 0.1310, -0.0223, 0.0520, 0.0831, -0.0913, -0.1184, -0.5082, 0.1277, -0.1200, 0.0636, 0.1558, 0.1877, -0.2493, 0.3870, -0.2493, -0.4226, -0.4582]}